{
  "formula": "C10H12NO2P",
  "method": "ωB97M-V/def2-TZVPD",
  "symbols": ["C", "C", "C", "C", "C", "C", "C", "O", "N", "C", "C", "O", "P", "C", "H", "H", "H", "H", "H", "H", "H", "H", "H", "H", "H", "H"],
  "xyz": [[-2.9183, -2.1205, -0.0196], [-2.4663, -0.6824, 0.1030], [-3.3482, 0.3885, 0.1722], [-2.8596, 1.7037, -0.0263], [-1.5105, 1.8988, 0.0920], [-0.5885, 0.8308, 0.0009], [0.8855, 1.1117, -0.0344], [1.4138, 0.6621, -1.3454], [2.7205, 0.3220, -1.2326], [2.8023, -0.6006, -0.1796], [4.4239, -0.8920, 0.2238], [5.2477, -0.0461, 0.3664], [1.8495, 0.0749, 1.3386], [-1.1315, -0.4356, 0.0340], [-3.4174, -2.1563, -1.0688], [-1.9941, -2.7244, -0.0666], [-3.6094, -2.5803, 0.7573], [-4.4734, 0.2516, 0.1902], [-3.4574, 2.5633, 0.2758], [-1.0642, 2.9420, 0.0712], [1.0042, 2.1652, 0.2157], [3.4265, 1.1953, -1.1706], [2.2669, -1.5402, -0.5848], [4.4917, -1.9709, 0.2870], [2.8570, 1.0174, 1.5793], [-0.5506, -1.3782, 0.0215]],
  "nbo_charge": [-0.6278, -0.0272, -0.1904, -0.2242, -0.1809, -0.0770, -0.1447, -0.3700, -0.3314, -0.4010, 0.4739, -0.4967, 0.4405, -0.1912, 0.2232, 0.2098, 0.2283, 0.2137, 0.2170, 0.2055, 0.1999, 0.3494, 0.2175, 0.1184, -0.0376, 0.2028],
  "homo_lumo_gap_ev": 9.28,
  "multiplicity": 1,
  "relative_energy_kcal_mol": 110.4
}

---

{
  "formula": "C29H49Cl4F2N5O5",
  "method": "ωB97M-V/def2-TZVPD",
  "symbols": ["F", "C", "C", "C", "C", "C", "C", "H", "H", "H", "H", "H", "F", "C", "C", "C", "C", "C", "C", "H", "H", "H", "H", "H", "C", "N", "C", "C", "O", "H", "H", "H", "H", "H", "H", "H", "C", "N", "C", "C", "O", "H", "H", "H", "H", "H", "H", "H", "C", "N", "C", "C", "O", "H", "H", "H", "H", "H", "H", "H", "C", "N", "C", "C", "O", "H", "H", "H", "H", "H", "H", "H", "C", "N", "C", "C", "O", "H", "H", "H", "H", "H", "H", "H", "Cl", "C", "Cl", "H", "H", "Cl", "C", "Cl", "H", "H"],
  "xyz": [[2.1632, 2.4079, 0.3811], [1.3326, 1.4481, -0.0868], [0.8537, 0.4832, 0.7570], [-0.1661, -0.3559, 0.3187], [-0.5632, -0.3260, -1.0091], [-0.0101, 0.6059, -1.8723], [0.9249, 1.5127, -1.4004], [1.2064, 0.4150, 1.7788], [-0.6419, -1.0091, 1.0375], [-1.3350, -0.9707, -1.4121], [-0.3376, 0.6395, -2.9042], [1.3107, 2.2869, -2.0475], [-3.1397, 3.9485, 3.7410], [-1.9618, 3.2880, 3.8696], [-1.9818, 2.0218, 4.4057], [-0.7804, 1.3479, 4.5453], [0.3841, 1.9223, 4.0577], [0.3824, 3.2043, 3.5608], [-0.8139, 3.8859, 3.4098], [-2.8969, 1.6012, 4.8020], [-0.7480, 0.4165, 5.0931], [1.2725, 1.2970, 4.0724], [1.3124, 3.6314, 3.2089], [-0.8143, 4.9111, 3.0660], [-1.5292, -0.4522, -6.5808], [-2.1210, 0.8506, -6.6889], [-2.1237, 1.7189, -5.6495], [-2.7888, 3.0542, -5.8963], [-1.6654, 1.4218, -4.5581], [-0.4581, -0.3874, -6.3547], [-1.6030, -0.9964, -7.5190], [-1.9552, -1.0547, -5.7761], [-2.5732, 1.1504, -7.5334], [-2.4671, 3.5567, -6.8073], [-2.4936, 3.6941, -5.0639], [-3.8697, 2.9324, -5.8380], [0.0459, -2.6653, 4.7518], [0.8044, -2.7204, 3.5313], [1.9522, -2.0410, 3.3628], [2.6471, -2.2067, 2.0349], [2.4571, -1.3382, 4.2419], [0.7382, -2.5556, 5.5845], [-0.5073, -3.5886, 4.9055], [-0.6505, -1.8249, 4.7350], [0.4906, -3.2274, 2.7094], [3.1482, -1.2844, 1.7636], [2.0689, -2.6576, 1.2303], [3.4303, -2.9549, 2.2292], [-4.5808, -0.1153, -3.1479], [-4.2357, -0.9194, -1.9962], [-4.7609, -2.1038, -1.6263], [-5.9429, -2.5694, -2.3907], [-4.3301, -2.7045, -0.6377], [-5.5975, 0.2921, -3.1026], [-4.4771, -0.6414, -4.0976], [-3.9178, 0.7473, -3.1785], [-3.5613, -0.5331, -1.3529], [-5.7413, -2.5757, -3.4693], [-6.7899, -1.8868, -2.2935], [-6.2424, -3.5659, -2.0888], [-0.9254, -3.8965, -1.5071], [-1.6174, -3.4946, -0.3050], [-1.1784, -3.7976, 0.9294], [-2.1087, -3.3715, 2.0429], [-0.0723, -4.2784, 1.1460], [-0.7967, -3.0523, -2.1868], [-1.4544, -4.7035, -2.0202], [0.0701, -4.2619, -1.2677], [-2.5854, -3.2077, -0.4253], [-1.9812, -2.3106, 2.2666], [-1.9246, -3.9722, 2.9278], [-3.1526, -3.4756, 1.7384], [5.8087, -0.6844, 5.7891], [4.9505, -0.1106, 4.7918], [5.4121, 0.8008, 3.9145], [4.4193, 1.2660, 2.8771], [6.5422, 1.2736, 3.9493], [5.2587, -0.8817, 6.7032], [6.6325, 0.0065, 5.9770], [6.3172, -1.5837, 5.4186], [4.0806, -0.5947, 4.5740], [3.4339, 0.8050, 2.9668], [4.7983, 1.0399, 1.8766], [4.3240, 2.3503, 2.9149], [1.0477, 3.8596, -4.1168], [0.7974, 4.7622, -5.6040], [1.0018, 3.7328, -7.0363], [-0.2167, 5.1377, -5.6345], [1.5208, 5.5651, -5.6425], [6.6794, 1.5129, -0.4414], [5.1139, 1.8485, -1.1704], [4.2419, 0.3927, -1.6756], [4.5364, 2.4594, -0.4872], [5.2746, 2.4037, -2.0883]],
  "mulliken_charge": [-0.4039, -0.6420, 0.0066, -1.0600, -0.1774, -0.7496, -0.2068, 0.8624, 0.6696, 0.9518, 0.6204, -0.0269, -0.3405, 0.2376, -0.4373, -0.6193, -0.2318, -0.5167, -0.4159, 0.4679, 0.4378, 0.5614, 0.4278, 0.4534, -0.7784, -0.0994, 0.5985, -1.2562, -0.4985, 0.2552, 0.3430, 0.1972, 0.2255, 0.4127, 0.2310, 0.3592, -1.0089, 0.0012, 0.7869, -0.8093, -0.8449, 0.3499, 0.4215, 0.2192, 0.0536, 0.0622, 0.2110, 0.4440, -1.1354, 0.0532, 0.7264, -1.3464, -0.7617, 0.3377, 0.2889, 0.3718, 0.3192, 0.3781, 0.3259, 0.3262, -0.9904, 0.1392, 1.0216, -1.1782, -0.7785, 0.2675, 0.3422, 0.3425, 0.0939, 0.2242, 0.3252, 0.4093, -1.0826, 0.0386, 0.4351, 0.4526, -0.6984, 0.3316, 0.3852, 0.3105, 0.3256, -0.5786, -0.1266, 0.3910, -0.0802, -0.3677, -0.1683, 0.2258, 0.3660, -0.1587, -0.1766, -0.1490, 0.1150, 0.3632],
  "homo_lumo_gap_ev": 8.68,
  "multiplicity": 1
}

---

{
  "formula": "C15H20F6InNPSSi",
  "method": "ωB97M-V/def2-TZVPD",
  "symbols": ["In", "F", "P", "F", "F", "F", "F", "F", "C", "Si", "C", "C", "N", "C", "C", "C", "C", "C", "C", "H", "H", "H", "H", "H", "H", "H", "H", "H", "H", "H", "H", "H", "H", "S", "C", "C", "C", "C", "C", "C", "H", "H", "H", "H", "H", "H"],
  "xyz": [[1.4614, 0.2631, 0.5055], [1.4614, 0.2631, 2.4714], [1.4577, 0.2611, 4.1887], [0.1437, -0.8454, 4.1836], [2.7718, 1.3676, 4.1931], [0.3513, 1.5751, 4.1873], [2.5643, -1.0529, 4.1894], [1.4535, 0.2588, 5.9066], [0.3211, -4.0460, 1.3011], [1.3382, -2.9144, 0.2042], [1.8554, -3.8557, -1.3336], [2.8920, -2.4203, 1.1447], [0.4619, -1.4681, -0.2016], [-0.7042, -1.3949, -0.8754], [-1.4673, -2.4532, -1.3962], [-2.6719, -2.2387, -2.0822], [-3.1539, -0.9490, -2.2697], [-2.4272, 0.1226, -1.7691], [-1.2263, -0.1053, -1.0862], [0.9243, -4.8979, 1.6301], [-0.5551, -4.4398, 0.7794], [-0.0236, -3.5126, 2.1923], [2.4926, -4.7033, -1.0630], [2.4233, -3.2091, -2.0096], [0.9939, -4.2476, -1.8805], [3.4717, -3.3070, 1.4182], [2.6346, -1.8830, 2.0624], [3.5258, -1.7724, 0.5319], [-1.1401, -3.4805, -1.2799], [-3.2231, -3.0908, -2.4648], [-4.0842, -0.7822, -2.7994], [-2.7803, 1.1390, -1.9013], [-0.6721, 0.7498, -0.7017], [0.3094, 2.2585, -0.3095], [-0.5202, 3.6471, -0.8780], [-0.8869, 3.7378, -2.2198], [-1.5633, 4.8701, -2.6827], [-1.8718, 5.9092, -1.8042], [-1.5033, 5.8152, -0.4618], [-0.8270, 4.6834, 0.0024], [-0.6496, 2.9321, -2.9092], [-1.8451, 4.9332, -3.7281], [-2.3966, 6.7876, -2.1638], [-1.7384, 6.6173, 0.2294], [-0.5429, 4.6165, 1.0490], [3.1659, 0.2631, -0.0974]],
  "mulliken_spin": [-0.0142, -0.0026, 0.0000, -0.0001, -0.0001, 0.0000, 0.0000, 0.0000, 0.0002, -0.0011, 0.0000, 0.0007, 0.0084, 0.0476, 0.0062, -0.0069, 0.0056, 0.0127, 0.1355, 0.0001, 0.0000, -0.0001, 0.0001, 0.0000, 0.0000, 0.0001, -0.0002, 0.0009, 0.0035, 0.0001, 0.0023, 0.0029, -0.0911, 0.6598, -0.0166, 0.1005, -0.0493, 0.1182, -0.0517, 0.1064, 0.0045, -0.0004, 0.0049, -0.0009, 0.0030, 0.0112],
  "homo_lumo_gap_ev": [6.81, 4.23],
  "multiplicity": 2
}

---

no.,molecular weight (g/mol),DFT total energy (eV),maximum force (eV/Å)
1,209.185,-25434.2986,4.041
2,727.549,-104083.5502,1.196
3,534.265,-66852.9397,5.662